Record 1
{"formula": "CFNOS", "method": "wB97M-V/def2-TZVPD", "de_lowest_ev": 2.716, "e_tot_ha": -666.01012, "orbital_gap_ha": [0.2635, 0.2636], "charge": 0, "e_homo_ha": [-0.3853, -0.3853], "e_lumo_ev": [-3.31, -3.31], "fmax_ev_per_a": 4.842, "spin_multiplicity": 1, "elements": ["C", "N", "O", "F", "S"], "coordinates": [[-2.324, 0.140, -0.035], [-1.279, 0.575, -0.274], [1.411, -1.164, -0.718], [1.124, 0.299, 1.374], [1.067, 0.149, -0.347]], "forces_ev_per_a": [[-2.2, -0.9, 0.5], [4.8, 0.2, -0.6], [-0.3, 0.0, 0.3], [-0.1, -0.5, -3.5], [-2.3, 1.1, 3.3]]}



Record 2
{"formula": "C31H21N5O2S2Sn", "method": "wB97M-V/def2-TZVPD", "de_lowest_ev": 0.065, "e_tot_ha": -2628.92843, "orbital_gap_ha": 0.2558, "charge": 0, "e_homo_ha": -0.2578, "e_lumo_ev": -0.05, "fmax_ev_per_a": 0.669, "spin_multiplicity": 1, "elements": ["Sn", "S", "C", "C", "C", "C", "C", "C", "N", "C", "C", "C", "C", "C", "C", "C", "H", "H", "H", "H", "H", "H", "H", "H", "N", "C", "C", "C", "C", "C", "C", "S", "N", "C", "C", "C", "C", "C", "C", "N", "H", "H", "H", "H", "H", "H", "H", "H", "H", "O", "C", "O", "C", "C", "C", "C", "C", "N", "H", "H", "H", "H"], "coordinates": [[-0.026, -1.127, -1.321], [-1.511, -1.654, 3.204], [-0.073, -0.692, 3.326], [0.524, -0.171, 4.470], [1.676, 0.573, 4.312], [2.222, 0.785, 3.041], [1.631, 0.265, 1.907], [0.461, -0.480, 2.052], [-0.288, -1.068, 1.028], [-1.329, -1.705, 1.481], [-2.277, -2.383, 0.588], [-3.418, -3.023, 1.077], [-4.293, -3.619, 0.185], [-4.024, -3.563, -1.179], [-2.881, -2.917, -1.641], [-1.969, -2.317, -0.773], [0.097, -0.349, 5.449], [2.163, 0.993, 5.183], [3.134, 1.359, 2.942], [2.073, 0.388, 0.928], [-3.623, -3.054, 2.142], [-5.182, -4.122, 0.547], [-4.709, -4.025, -1.882], [-2.699, -2.884, -2.714], [0.162, 4.054, -1.088], [1.472, 4.566, -1.001], [1.669, 5.930, -0.878], [2.956, 6.453, -0.810], [4.048, 5.607, -0.857], [3.848, 4.234, -0.968], [2.569, 3.713, -1.045], [2.349, 1.959, -1.189], [0.687, 1.765, -1.034], [-0.155, 2.714, -1.011], [-1.621, 2.381, -0.941], [-2.592, 3.373, -0.849], [-3.931, 3.019, -0.799], [-4.269, 1.684, -0.847], [-3.240, 0.756, -0.940], [-1.953, 1.085, -0.985], [-0.572, 4.727, -0.997], [0.810, 6.593, -0.839], [3.092, 7.523, -0.720], [5.053, 6.003, -0.806], [4.695, 3.557, -1.001], [-2.336, 4.421, -0.805], [-4.692, 3.785, -0.725], [-5.299, 1.358, -0.812], [-3.457, -0.305, -0.982], [4.197, -2.204, -0.627], [2.975, -2.162, -0.687], [2.215, -1.140, -0.622], [2.240, -3.492, -0.843], [2.930, -4.689, -0.723], [2.232, -5.876, -0.828], [0.863, -5.831, -1.058], [0.251, -4.598, -1.179], [0.926, -3.447, -1.074], [3.995, -4.646, -0.547], [2.740, -6.827, -0.733], [0.274, -6.735, -1.143], [-0.812, -4.517, -1.362]], "forces_ev_per_a": [[0.0, -0.4, -0.6], [0.0, 0.0, 0.0], [0.0, 0.0, -0.1], [0.0, 0.0, 0.0], [0.0, 0.0, 0.0], [0.0, 0.0, 0.0], [0.0, 0.0, -0.1], [-0.1, 0.0, 0.0], [0.2, 0.1, 0.0], [0.0, 0.0, 0.2], [0.0, 0.0, 0.0], [0.1, 0.1, 0.0], [0.0, 0.0, 0.0], [0.0, 0.0, 0.0], [0.1, 0.1, -0.1], [0.1, 0.0, 0.2], [0.0, 0.0, 0.0], [0.0, 0.0, 0.0], [0.0, 0.0, 0.0], [0.0, 0.0, 0.1], [0.0, 0.0, 0.0], [0.0, 0.0, 0.0], [0.0, 0.0, 0.0], [0.0, 0.0, 0.0], [0.1, 0.0, -0.1], [0.0, 0.0, 0.0], [0.0, 0.0, 0.0], [0.0, 0.0, 0.0], [0.0, 0.0, 0.0], [0.0, 0.0, 0.0], [0.0, -0.1, 0.0], [0.1, 0.2, -0.2], [-0.2, -0.2, 0.3], [0.0, 0.1, 0.0], [0.0, 0.0, 0.0], [0.0, 0.0, 0.0], [0.0, 0.1, 0.0], [0.0, 0.0, 0.0], [0.1, 0.0, 0.0], [0.0, 0.1, 0.2], [0.0, 0.0, 0.0], [0.0, 0.0, 0.0], [0.0, 0.0, 0.0], [0.0, 0.0, 0.0], [0.0, 0.0, 0.0], [0.0, 0.0, 0.0], [0.0, 0.0, 0.0], [0.0, 0.0, 0.0], [0.0, 0.0, 0.0], [-0.1, 0.1, 0.0], [0.1, 0.0, 0.0], [-0.2, 0.0, 0.0], [-0.1, 0.1, 0.0], [0.0, 0.0, 0.0], [0.0, 0.0, 0.0], [0.0, 0.0, 0.0], [0.1, 0.1, 0.0], [-0.1, -0.1, 0.2], [0.0, 0.0, 0.0], [0.0, 0.0, 0.0], [0.0, 0.0, 0.0], [0.0, 0.0, 0.0]]}